Entry 1:
Molecular formula: C2H7N3S
Method: DFT, ωB97M-V/def2-TZVPD

The calculation puts the largest force on an atom at 7.11 eV/Å. For the HOMO-LUMO gap, the calculation gives 8.81 eV. The calculation puts the total energy at -642.68044 hartree. As for the LUMO energy: 0.156 eV. The energy above the lowest of the compared OMol25 structures with the same formula, charge and spin is 108.1 kcal/mol.

Geometry as ORCA input:
```
! RIJCOSX wB97M-V def2-TZVPD def2/J DEFGRID3
* xyz 0 1
S 2.127 0.188 -0.116
N -1.072 0.092 -0.382
N 0.964 -1.003 0.344
N -1.047 1.276 0.372
C -2.459 -0.237 -0.209
C -0.315 -0.926 -0.008
H -0.920 1.124 1.432
H -0.760 -1.845 0.411
H -0.244 1.826 -0.071
H -2.787 -1.379 -0.377
H 1.313 1.554 -0.750
H -2.695 -0.320 1.028
H -3.209 0.469 -0.846
*
```

---

Entry 2:
Molecular formula: C3H3NO2
Method: DFT, ωB97M-V/def2-TZVPD

Its SMILES is O=C[C@@H]1NC1=O. The calculation puts the largest force on an atom at 1.12 eV/Å. For the HOMO-LUMO gap, the calculation gives 10.02 eV. The calculation puts the total energy at -321.26732 hartree. As for the LUMO energy: 0.319 eV. The energy above the lowest of the compared OMol25 structures with the same formula, charge and spin is 69.2 kcal/mol.

Geometry as ORCA input:
```
! RIJCOSX wB97M-V def2-TZVPD def2/J DEFGRID3
* xyz 0 1
O -1.807 0.908 -1.081
O 0.353 1.444 0.850
N 0.267 -0.337 -1.230
C -0.861 0.225 -0.886
C 0.035 -0.749 0.160
C 0.353 0.266 1.166
H 1.102 0.107 -1.584
H 0.488 -0.040 2.218
H 0.072 -1.824 0.387
*
```